[1]
Computed, not measured: C39H52N12O2P2Ti as an isolated structure at a distorted geometry, with wB97M-V/def2-TZVPD.

Results
HOMO level (spin up / spin down): -15.10 / -15.11 eV
Net charge: +3
E: -104937.5130 eV
Multiplicity: 2
HOMO-LUMO gap (spin up / spin down): 7.093 / 6.933 eV
ΔE to the lowest compared entry with this formula, charge and spin: 65.18 kJ/mol

Element x y z (Å)
C  -2.472  4.353  -0.387
C  0.615  0.006  -3.953
H  -1.517  -5.578  2.348
C  -2.895  6.188  -1.884
C  3.506  -1.503  -0.738
C  -0.597  -1.490  5.028
H  2.176  -2.958  -1.282
N  4.322  0.696  0.555
P  0.043  -3.622  0.279
H  -1.119  6.181  0.907
H  -0.692  4.262  -3.691
C  -0.084  1.824  1.466
H  -1.106  1.710  1.131
H  2.051  -0.385  -2.435
H  3.576  2.243  2.409
H  1.114  4.669  -1.496
C  3.084  0.308  0.588
H  1.359  0.104  -4.730
H  -3.740  -0.168  2.739
C  1.566  2.941  2.792
H  -0.678  7.675  -2.352
H  2.030  -6.333  2.145
N  2.574  -0.806  -0.005
H  -2.584  -1.160  4.292
P  -1.078  3.556  -1.366
C  -1.121  -1.085  2.727
H  0.609  -4.133  2.517
C  0.230  4.815  -0.870
N  6.424  0.309  -0.281
H  -0.517  -4.300  -3.364
C  0.746  -1.546  4.675
H  2.163  -5.245  -0.883
C  1.380  -5.388  -1.626
C  -1.508  4.428  -2.985
H  -2.791  -4.347  -0.955
H  -3.091  7.260  -1.928
C  -1.176  -0.223  -1.910
H  0.527  4.620  0.162
C  -3.274  0.283  -0.657
C  -2.758  -3.599  -0.161
C  -0.297  -3.701  -2.479
C  -3.251  -0.183  1.776
H  2.575  -2.887  1.399
C  -0.488  6.603  -2.313
C  1.002  -0.276  -2.661
H  1.841  3.667  3.545
C  -0.739  0.139  -4.234
N  -2.548  5.796  -0.569
N  4.767  -1.156  -0.858
C  2.116  1.176  1.283
H  -1.969  6.289  -3.767
H  -1.537  7.567  -0.112
N  0.823  0.980  0.944
H  6.746  1.123  0.215
H  1.195  -6.459  -1.689
H  -0.536  3.411  2.822
H  3.131  -4.470  0.836
H  0.527  -3.031  -2.735
C  2.528  -3.959  1.585
H  -3.771  5.644  -2.237
H  2.993  -4.157  2.553
C  -1.535  -1.238  4.043
H  1.773  -5.083  -2.598
C  -1.354  6.492  -0.109
C  -2.028  -0.226  -0.710
N  -1.738  5.897  -2.853
H  7.071  -0.237  -0.828
N  0.135  -0.427  -1.645
H  -3.784  0.648  -1.537
H  -3.013  -5.571  1.435
H  0.289  -6.457  2.155
H  2.127  -1.450  3.044
C  -1.938  -5.399  1.363
O  -6.432  0.974  0.686
H  -1.079  0.319  -5.245
C  1.087  -1.408  3.347
H  -0.904  -1.623  6.057
C  5.164  -0.066  -0.193
C  -1.641  0.039  -3.192
O  -4.300  1.965  0.913
H  -1.176  -3.097  -2.259
C  -2.003  -0.667  1.619
H  -2.702  0.144  -3.370
C  -3.934  0.435  0.640
H  -2.599  -2.621  -0.610
C  2.523  2.147  2.187
H  -3.419  3.895  -0.672
C  -1.702  -3.964  0.888
C  1.084  -4.485  1.593
H  -0.733  -5.347  -1.188
H  3.803  -3.123  -1.889
Ti  0.506  -0.967  0.341
H  1.159  -6.463  0.627
H  -2.407  3.969  -3.400
H  -3.740  -3.590  0.314
C  1.125  -6.022  1.620
C  0.241  2.789  2.398
N  0.181  -1.218  2.374
H  1.513  -1.705  5.420
H  0.345  6.359  -2.972
C  -5.258  1.072  0.744
H  -2.325  4.134  0.672
H  -1.827  -3.296  1.746
N  -0.220  6.195  -0.981
N  -1.364  -0.707  0.395
C  0.075  -4.625  -1.310
N  3.100  -2.585  -1.407
H  -1.539  -6.138  0.667

[2]
Computed, not measured: C20H14BrCuN3O7Te as an isolated structure, with wB97M-V/def2-TZVPD.

Results
HOMO level: -5.07 eV
Net charge: -1
E: -161743.0252 eV
HOMO-LUMO gap: 6.779 eV
ΔE to the lowest compared entry with this formula, charge and spin: 11.39 kJ/mol

Element x y z (Å)
O  -7.048  2.674  1.294
C  3.368  -5.171  0.509
Br  5.826  0.465  -3.288
N  -6.103  3.204  1.859
H  0.899  -0.284  -3.611
Cu  -0.511  1.456  -1.762
C  -4.583  2.130  0.249
C  -3.304  0.978  -1.505
O  -6.230  3.928  2.839
C  1.706  0.292  -3.179
C  -4.773  2.955  1.359
H  4.129  -5.828  0.106
H  3.344  -3.896  -1.212
N  1.346  1.270  -2.342
Te  0.209  -0.874  0.742
C  3.024  0.015  -3.491
H  3.173  -6.251  2.356
O  -1.387  4.095  3.367
C  -3.333  1.877  -0.263
H  1.977  2.780  -1.096
C  4.006  0.795  -2.906
H  0.624  -2.190  3.079
H  3.269  -0.788  -4.171
H  4.396  2.438  -1.564
N  -1.337  3.993  2.147
C  1.417  -3.463  1.537
C  1.864  -4.558  2.274
H  0.914  -2.384  -1.410
O  -4.246  0.207  -1.657
O  -2.336  1.115  -2.338
O  -0.968  2.161  0.069
H  2.315  -1.446  -0.874
H  -0.603  -3.056  2.149
H  -5.429  1.660  -0.231
C  1.474  -2.050  -0.536
O  -0.435  4.449  1.473
H  1.446  -4.740  3.257
C  0.357  -2.546  2.085
C  1.954  -3.225  0.274
C  -2.440  3.313  1.481
H  -3.829  4.179  2.855
C  -3.694  3.545  1.992
C  2.927  -4.086  -0.229
C  3.653  1.816  -2.041
C  -2.167  2.442  0.371
C  2.308  2.014  -1.785
C  2.833  -5.408  1.769

[3]
Computed, not measured: a 9-piece molecular cluster, C23H20Cl33FO2 overall at a distorted geometry, with wB97M-V/def2-TZVPD.

Results
HOMO level: -9.69 eV
Net charge: 0
E: -444223.6979 eV
SMILES: CCCC1=CC(=O)C([C@@H](F)CC)=C([C@@H](Cl)CC)C1=O.ClC(Cl)(Cl)Cl.ClC(Cl)(Cl)Cl.ClC(Cl)(Cl)Cl.ClC(Cl)(Cl)Cl.ClC(Cl)(Cl)Cl.ClC(Cl)(Cl)Cl.ClC(Cl)(Cl)Cl.ClC(Cl)(Cl)Cl
HOMO-LUMO gap: 8.760 eV

Element x y z (Å)
H  -4.610  1.139  3.300
Cl  2.039  -3.569  -7.596
H  0.371  -1.981  1.813
C  -2.750  0.089  7.043
Cl  3.252  -2.549  -5.186
Cl  -2.968  -4.070  -7.270
Cl  -4.368  9.297  -1.343
H  4.396  -0.660  3.004
Cl  -1.424  0.611  5.996
C  0.761  3.266  0.655
Cl  3.057  -7.304  -0.296
H  3.406  1.114  4.179
C  -3.526  1.234  3.162
Cl  -0.417  5.585  -3.914
C  -0.751  1.240  0.909
F  -2.323  3.013  0.363
H  1.944  0.295  3.591
Cl  2.925  -4.684  0.902
H  1.850  3.351  0.582
H  -1.720  2.590  2.219
H  3.542  -1.290  0.616
Cl  -3.525  -1.338  6.342
Cl  -3.935  1.393  7.184
C  3.574  -3.229  -6.787
C  -3.153  -5.452  -6.181
H  2.752  -2.009  2.006
C  3.749  -0.057  2.358
Cl  3.249  -8.897  -2.900
C  1.606  0.874  0.345
C  -0.073  -3.762  -2.081
Cl  -1.919  7.706  -2.656
H  0.985  6.025  2.663
C  -0.312  7.195  -3.189
C  -4.971  8.139  -0.148
H  -3.078  0.374  3.668
Cl  -5.053  6.530  -0.875
C  1.757  -8.526  -3.777
C  -1.973  2.051  1.301
C  1.613  -0.447  1.070
H  2.552  1.741  2.777
H  0.076  3.472  2.766
O  -1.627  -0.854  0.193
H  -4.092  1.761  1.180
H  2.019  5.347  1.369
Cl  0.309  8.340  -4.387
H  4.347  0.600  1.724
Cl  4.494  -4.730  -6.613
H  -3.250  0.211  1.277
Cl  1.607  -6.919  2.173
Cl  -4.356  -5.069  -4.942
Cl  -3.873  8.102  1.239
Cl  -3.687  -6.863  -7.105
Cl  0.365  -9.034  -2.810
C  0.356  4.077  1.900
C  2.923  -1.058  1.494
C  1.459  5.120  2.281
Cl  1.750  -9.388  -5.320
Cl  -2.115  -0.310  8.644
C  0.464  -1.028  1.306
Cl  4.493  -6.765  2.153
C  -3.242  1.241  1.632
Cl  -1.604  -5.804  -5.409
H  -0.514  4.681  1.612
Cl  1.049  -3.501  -3.428
Cl  -1.730  -3.537  -2.649
Cl  0.118  -5.414  -1.480
O  2.481  1.222  -0.376
Cl  4.506  -2.072  -7.745
Cl  -6.583  8.630  0.388
C  3.021  -6.420  1.233
Cl  0.774  7.147  -1.796
H  -3.217  2.162  3.655
Cl  0.274  -2.601  -0.786
C  2.858  0.812  3.280
C  0.426  1.790  0.662
C  -0.768  -0.262  0.760
Cl  0.191  4.022  -0.892
H  2.098  4.649  3.033
Cl  1.665  -6.786  -4.064

[4]
Computed, not measured: a 9-piece molecular cluster, C54H135N9 overall at a distorted geometry, with wB97M-V/def2-TZVPD.

Results
HOMO level: -8.10 eV
Net charge: 0
E: -71594.3540 eV
SMILES: CCN(CC)CC.CCN(CC)CC.CCN(CC)CC.CCN(CC)CC.CCN(CC)CC.CCN(CC)CC.CCN(CC)CC.CCN(CC)CC.CCN(CC)CC
HOMO-LUMO gap: 8.669 eV
ΔE to the lowest compared entry with this formula, charge and spin: 207.57 kJ/mol

Element x y z (Å)
H  -4.633  4.788  2.703
C  7.513  -0.262  3.520
H  2.021  -1.913  -1.631
H  -4.597  1.133  -0.834
H  -5.850  1.128  2.024
C  8.561  0.059  -0.569
C  -1.256  -6.935  0.996
C  -1.908  -9.106  1.851
H  -4.667  0.197  -2.725
H  5.611  -8.183  -5.637
H  2.979  -5.381  -1.930
H  2.188  -3.325  4.339
N  -1.913  -8.217  0.720
C  0.886  -1.190  4.880
C  5.066  1.428  0.011
N  -4.785  -0.763  -0.016
H  -0.328  2.453  -4.753
H  -4.157  -1.391  -3.287
H  6.958  -0.768  4.332
C  -1.043  5.036  2.022
H  6.064  -5.479  -4.355
H  0.472  2.979  -3.319
N  -4.540  6.697  -0.604
H  -0.244  -7.188  1.363
H  -6.522  6.660  0.092
C  -0.943  7.042  -6.124
H  -2.310  -9.386  -0.950
H  -0.192  -10.335  0.235
H  -1.877  -2.404  0.543
C  6.375  1.820  0.688
C  0.220  3.307  -4.331
H  1.901  0.196  -0.292
N  4.154  -6.284  -4.228
C  -0.884  6.854  -4.614
H  -0.315  2.139  -0.749
H  2.383  -6.432  -5.344
H  -3.678  0.927  0.592
H  -0.524  7.814  -4.230
H  -2.309  9.205  -0.923
H  -2.136  -6.600  3.006
C  -3.170  8.766  -0.425
H  -5.899  -3.022  0.604
C  -1.944  -6.102  2.055
H  5.623  -0.504  2.369
C  0.268  -1.741  0.544
H  0.557  3.692  2.485
N  -0.058  5.769  -4.147
H  -2.204  6.276  3.881
H  -1.420  2.629  2.273
H  -2.303  -8.611  2.739
H  -1.827  1.469  -1.289
C  -0.167  -9.566  -0.545
C  -0.891  0.317  0.344
C  0.219  4.290  1.632
C  -2.787  -10.338  1.640
H  5.947  1.026  3.043
H  0.657  5.097  -2.257
H  -0.880  -9.448  2.074
C  -3.644  4.461  -1.257
H  0.676  -8.962  -0.201
H  -1.679  5.279  1.146
H  -5.648  8.085  0.486
H  -5.720  -1.249  -2.509
H  4.155  -2.622  3.159
H  0.410  -2.033  4.372
H  1.599  6.992  -1.442
H  -0.810  6.085  2.272
C  -2.761  5.364  3.647
H  -0.883  -3.186  1.716
C  -0.743  4.488  -4.319
H  0.002  7.375  -6.542
C  -4.700  -0.863  -2.498
H  -4.242  -3.581  0.576
H  -4.506  6.523  3.039
H  1.160  -2.240  0.184
H  -5.321  -1.065  1.928
H  -3.579  2.812  4.492
H  1.730  -5.826  -2.988
N  7.142  0.740  1.336
C  3.115  -0.051  6.622
H  -3.267  4.163  -2.239
H  0.084  3.704  0.725
H  0.598  0.217  3.314
H  0.368  7.992  -2.064
N  -0.076  -0.637  -0.330
C  -4.806  5.495  -1.357
H  1.093  3.445  -4.959
H  -5.110  -3.424  2.099
C  6.452  0.199  2.523
H  -0.678  -3.595  0.011
H  4.473  0.840  0.730
H  1.953  -4.118  -2.685
H  4.374  -4.328  -3.529
H  -0.475  0.725  1.291
H  -1.420  -7.969  -1.284
H  -1.196  4.525  -5.318
H  -2.390  -10.949  0.825
H  3.647  -7.464  -5.932
H  -0.814  -0.021  4.296
H  -6.448  7.504  -2.412
H  8.158  0.503  3.931
H  -6.734  1.165  0.448
C  5.416  -6.127  -4.942
H  -3.042  8.605  0.641
H  -2.776  4.916  -0.777
C  7.451  -0.327  0.399
H  8.237  0.725  -1.371
H  3.450  0.962  6.866
C  3.120  -0.212  5.101
C  2.740  -8.287  -4.192
H  -3.185  5.067  4.609
C  -4.585  -1.469  1.228
H  3.747  -0.745  7.174
H  -3.680  5.833  1.683
C  -5.797  7.360  -0.323
H  0.724  -1.315  5.960
H  2.920  0.738  4.593
C  4.190  -2.866  4.222
H  7.032  2.266  -0.069
C  2.488  -5.052  -2.852
H  -5.613  2.394  0.818
H  5.132  0.778  -0.860
C  -1.480  -8.784  -0.561
C  -2.253  3.117  2.788
N  -1.774  4.452  3.119
H  -5.766  8.930  -1.749
H  8.136  -1.098  3.184
H  -3.039  3.076  2.004
H  4.516  -3.899  4.371
N  2.304  -1.289  4.553
H  -3.028  -0.845  -1.139
C  -6.450  8.111  -1.508
H  -1.732  7.753  -6.375
C  1.100  -0.098  -0.984
C  6.186  -7.454  -5.059
H  9.330  0.554  0.026
H  -2.631  6.859  -1.362
H  -3.961  3.550  -0.755
H  2.464  -8.115  -3.153
H  5.059  -2.328  4.620
H  0.858  -1.247  -2.843
H  1.982  -8.932  -4.646
H  -3.794  -10.069  1.303
H  6.165  2.612  1.409
C  -3.942  5.637  2.727
H  1.085  4.935  1.457
H  -1.780  2.299  0.238
C  3.190  -7.092  -5.011
H  -1.237  -5.346  2.424
C  0.269  0.101  4.344
C  -4.055  -1.267  -1.175
H  -4.049  9.407  -0.520
C  -3.506  7.503  -1.218
H  4.388  2.246  -0.241
C  3.569  -4.967  -3.910
H  1.701  7.571  -3.152
H  -0.790  6.093  -2.228
H  2.376  -0.516  -2.702
C  2.835  -2.601  4.845
H  6.592  -0.773  -0.129
H  -3.575  -1.373  1.671
H  -3.080  1.399  3.526
C  0.190  5.965  -2.722
H  0.498  0.905  5.039
H  -3.890  -2.341  -1.164
H  6.429  -7.985  -4.139
H  -0.007  -10.044  -1.508
H  -1.269  6.111  -6.598
H  3.237  -4.486  -4.853
H  7.109  -7.192  -5.582
H  -1.912  6.772  -4.214
C  -4.939  -2.951  1.132
C  1.056  7.193  -2.366
H  -5.014  5.620  -2.428
H  -3.746  7.753  -2.270
H  -1.163  -6.381  0.068
H  -1.910  2.203  4.688
H  -7.434  8.458  -1.218
H  0.442  -1.368  1.569
H  -1.587  4.326  -3.633
C  -1.206  1.624  -0.397
H  7.782  -1.219  0.946
C  -5.781  1.313  0.960
C  -0.863  -2.772  0.707
H  -5.615  4.926  -0.901
C  -2.742  2.325  4.002
H  0.771  0.788  -1.526
H  2.113  -0.127  7.050
H  4.158  -0.339  4.772
H  3.631  -8.925  -4.099
H  -2.789  -5.559  1.638
C  1.616  -1.012  -2.094
H  -1.860  -0.076  0.654
H  5.247  -5.799  -5.978
C  -4.662  0.676  0.154
H  2.858  -2.878  5.911
H  -2.926  -10.888  2.568
H  9.026  -0.794  -1.065

[5]
Computed, not measured: one molecule with the formula C3H5ClFNOS at a distorted geometry, with wB97M-V/def2-TZVPD.

Results
HOMO level: -8.55 eV
Net charge: 0
E: -32803.5963 eV
SMILES: F[C@@H](Cl)CO/C=N/S
HOMO-LUMO gap: 9.324 eV
ΔE to the lowest compared entry with this formula, charge and spin: 0.00 kJ/mol

Element x y z (Å)
C  -0.931  1.045  0.323
H  0.868  -2.537  2.663
H  -1.218  2.044  0.839
Cl  -1.065  -0.420  -1.909
F  -1.341  2.081  -1.755
H  -2.699  0.946  -0.892
S  1.888  -1.842  2.112
H  -1.207  0.180  0.935
H  2.324  0.308  0.427
O  0.511  1.114  0.135
C  1.263  0.197  0.661
N  0.809  -0.767  1.362
C  -1.640  0.993  -1.004